(1)
Entry from the Open Molecules 2025 dataset: a 2-piece molecular cluster, C3H9N overall at a distorted geometry (ωB97M-V/def2-TZVPD).

Each line ends with the Mulliken charge.
Element x y z (Å)
N1 2.9607 -0.3452 1.9181  -0.4841
C1 2.7716 -1.5898 1.9852  -0.2244
C2 -2.2894 0.9562 -1.7440  -0.7947
C3 -1.3445 0.6303 -0.5480  -0.7751
H1 -2.0205 1.9492 -2.0975  0.2527
H2 -0.4037 0.2112 -0.8940  0.2501
H3 -1.8160 -0.1218 0.0868  0.2586
H4 2.2428 -2.0137 2.8359  0.2510
H5 3.1089 -2.3102 1.2341  0.2123
H6 -1.2187 1.5516 0.0097  0.2687
H7 -3.3264 1.0168 -1.4166  0.2595
H8 -2.2113 0.1702 -2.4883  0.2781
H9 3.5465 -0.1048 1.1185  0.2474

Output
- ΔE to the lowest compared entry with this formula, charge and spin: 1.144 eV
- Frontier orbital gap: 11.297 eV
- Molar mass: 59.1 g/mol

(2)
Entry from the Open Molecules 2025 dataset: a 2-piece molecular cluster, C3H9N overall at a distorted geometry (ωB97M-V/def2-TZVPD).

Each line ends with the Mulliken charge.
Element x y z (Å)
N1 -1.1401 1.6391 -0.6703  -0.6095
C1 0.5703 -0.4954 -1.0645  -0.2436
C2 0.9214 -0.4305 0.1792  -0.4345
C3 0.2157 -1.2005 1.2346  -0.9245
H1 0.5879 0.4671 -1.5878  0.2586
H2 -0.0784 -1.3580 -1.4598  0.1794
H3 -0.3162 -0.5650 1.8626  0.3014
H4 0.9769 -1.7763 1.6909  0.3287
H5 -0.6681 2.0205 -1.4668  0.1986
H6 -0.5354 1.2499 0.1154  0.2216
H7 -0.5282 -2.0361 0.8131  0.2372
H8 1.7522 0.1536 0.6305  0.2820
H9 -1.7581 2.3315 -0.2772  0.2046

Output
- ΔE to the lowest compared entry with this formula, charge and spin: 2.250 eV
- Frontier orbital gap: 10.272 eV
- Molar mass: 59.1 g/mol

(3)
Entry from the Open Molecules 2025 dataset: a 2-piece molecular cluster, C3H9N2 overall at a distorted geometry (ωB97M-V/def2-TZVPD).

Each line ends with the Mulliken charge.
Element x y z (Å)
N1 -1.6288 0.6262 -0.4546  -0.5677
N2 1.1187 0.7613 0.5576  -0.1919
C1 0.4473 -0.5524 0.2064  -0.0557
C2 1.3999 0.1047 -0.7393  -0.4390
C3 -1.0931 -0.6321 0.1013  -0.4131
H1 0.8846 0.3853 -1.5655  0.3163
H2 2.4110 -0.1977 -1.0048  0.2953
H3 0.6988 1.6198 0.7500  0.2781
H4 1.0708 -1.7898 1.4851  0.2714
H5 -2.3384 0.3345 -1.2199  0.2852
H6 -1.4935 -1.4327 -0.6707  0.3194
H7 -2.0487 1.2011 0.2706  0.2297
H8 -1.4042 -1.0089 1.0955  0.3078
H9 1.9755 0.5807 1.1881  0.3642

Output
- ΔE to the lowest compared entry with this formula, charge and spin: 5.735 eV
- Total charge: +1
- Frontier orbital gap: 9.526 eV
- Molar mass: 73.1 g/mol